90
Properties=species:S:1:pos:R:3 method="wB97M-V/def2-TZVPD" spin_multiplicity=1 e_tot_ev=-48768.90361 max_force_ev_per_a=3.68 homo_lumo_gap_ev=5.5 charge=+1
H -2.25 -5.68 3.67
H -1.64 2.72 -1.15
C 4.46 -1.66 -6.30
H -2.39 -4.54 1.35
H -1.26 -0.63 -4.50
H 2.22 -5.25 3.81
H -1.84 3.98 4.65
H 0.05 -1.69 -4.85
H -0.78 2.81 -3.35
C 4.47 -3.17 -6.19
C -0.81 -2.12 -1.95
H 3.58 -1.20 -5.87
H -1.15 -6.84 2.91
H -0.50 3.06 3.98
H 1.12 -5.07 1.51
C -1.31 7.09 3.04
H 4.45 -1.41 -7.36
C -0.51 -1.25 -4.02
C 1.77 -1.99 -1.73
H -3.42 5.50 4.07
H -2.79 -6.66 2.32
H 2.60 -1.33 -1.94
C -0.25 3.40 -2.61
N -1.25 -2.13 -3.12
H -0.18 4.83 2.21
C -1.49 -5.05 1.71
H 1.46 -3.58 2.33
C -0.26 -1.92 3.45
H 2.18 -4.03 -4.54
O 4.69 -3.68 -4.86
H -2.04 -2.65 -3.49
H -0.87 0.66 0.67
H -0.19 -1.31 0.14
H -3.99 7.74 3.14
H -0.30 7.13 2.63
H -1.40 0.62 -1.01
H -1.01 8.39 4.73
H 3.55 -3.59 -6.58
H -0.50 3.88 -0.53
C -3.33 5.67 2.99
C 0.23 -0.30 -3.03
H -0.09 -1.37 2.52
C 3.98 -3.07 -3.87
C -0.91 4.06 4.08
C -1.93 -6.11 2.72
C -0.52 0.60 -0.36
H 2.62 -3.90 -2.04
C 2.46 -3.13 -4.00
H -2.20 7.14 5.04
H 2.11 -2.25 -4.51
H -1.63 3.89 2.07
C -1.15 4.66 2.68
H 1.13 1.67 -1.27
H -2.10 -2.82 2.87
H -5.27 6.58 2.83
N -1.95 5.86 2.58
C -1.11 -3.16 3.20
H 0.75 2.20 0.35
O 4.52 -2.58 -2.98
N 0.28 -0.63 -0.45
H -0.60 4.42 -2.77
H -3.71 4.77 2.50
H 0.70 -4.77 4.54
N -0.56 -4.02 2.16
C -0.59 3.00 -1.17
C -1.25 7.34 4.55
C 0.81 -4.46 2.37
H 5.30 -3.53 -6.78
C 1.14 -5.23 3.66
H 0.81 3.40 -2.82
H 5.35 -1.20 -5.87
H 1.57 0.10 -5.03
H 1.82 -2.30 -0.70
H 0.81 -6.27 3.61
C 1.89 -3.29 -2.56
H -0.47 0.52 -2.95
H -1.83 7.93 2.58
H -0.77 -1.25 4.15
H -0.47 6.75 5.03
C 0.42 -1.23 -1.82
H -1.26 -3.69 4.15
C -4.24 6.83 2.60
H -4.17 7.04 1.53
H 0.71 -2.16 3.89
H -1.07 -5.54 0.83
S 1.70 0.51 -3.75
H -1.23 -2.69 -1.14
C 0.30 1.88 -0.59
H 0.97 -3.88 -2.60
H -0.20 4.65 4.65